10
Properties=species:S:1:pos:R:3:forces:R:3:lowdin_spin:R:1 method="wB97M-V/def2-TZVPD" spin_multiplicity=3 charge=0 homo_energy_ev="-5.8 / -9.9" molar_mass_da=201.0 homo_lumo_gap_ev="5.8 / 6.8"
C -0.0822 -1.5378 -0.3705 -2.33 -0.65 -4.98 0.553
C -0.7723 -0.3821 0.4569 0.24 -0.03 5.43 0.370
N 0.8440 1.2178 -0.2236 3.71 -0.08 0.71 0.114
O 0.7578 -2.2689 -0.8134 2.87 -0.44 0.89 0.565
O -1.0616 -1.7840 0.5154 -0.86 0.43 1.19 0.297
I -2.3931 0.8161 0.0545 -0.24 0.17 -0.59 0.072
H -0.3314 -0.1073 1.4622 -0.53 -0.16 -1.28 0.022
H 1.7365 0.6256 -0.4826 -2.90 1.62 0.02 0.000
H 1.2108 2.0609 0.2938 -1.07 -1.10 -1.14 0.005
H 0.0915 1.3596 -0.8928 1.10 0.25 -0.24 0.002